{
  "formula": "C23H34N6O3",
  "method": "wB97M-V/def2-TZVPD",
  "e_homo_ha": -0.2998,
  "max_force_ev_per_a": 1.38,
  "homo_lumo_gap_ev": 8.71,
  "de_lowest_ev": 0.016,
  "symbols": ["C", "N", "C", "C", "C", "C", "H", "C", "H", "C", "H", "H", "H", "C", "H", "C", "O", "C", "H", "C", "C", "H", "H", "H", "H", "H", "N", "H", "C", "H", "N", "N", "H", "H", "C", "H", "C", "H", "C", "H", "O", "H", "C", "H", "C", "H", "H", "H", "C", "H", "C", "H", "H", "C", "C", "H", "H", "H", "O", "H", "H", "H", "N", "C", "N", "H"],
  "coordinates": [[3.4187, -1.5007, -0.0947], [1.6941, -0.1582, -1.1624], [-2.1021, 1.3359, -2.1510], [1.2135, 0.4827, -2.2287], [-1.9120, 0.5616, -3.4794], [-0.4607, -2.3747, 5.5336], [2.1300, -5.0488, 3.5151], [0.3431, 1.7230, -1.9072], [-0.8229, -1.6882, 6.2699], [-3.1514, 2.5761, -3.9422], [2.2091, 5.2664, -0.6323], [3.9624, -0.5680, 0.0480], [4.1371, -2.2917, -0.3121], [1.1507, 2.7651, -1.1231], [-1.2999, 2.0586, -4.9201], [-0.6239, -2.2618, 4.1762], [-0.0380, -3.3062, 3.5481], [1.4077, -2.7299, 0.5577], [2.8695, -1.4587, -2.2323], [-0.9575, 0.9140, -0.0070], [0.5051, -4.0904, 4.4958], [1.5082, -5.9019, 4.9376], [-3.2123, 3.5124, -4.4939], [0.6003, -5.9160, 3.4128], [-2.6939, -0.4103, -0.0240], [-0.9119, 0.1480, -3.5778], [-2.3125, 0.5496, 2.9922], [0.4529, -2.3727, 0.9403], [1.2294, -5.3153, 4.0677], [0.7332, 6.0251, -0.0320], [-1.8564, -0.1507, 3.9648], [-1.3845, -1.2146, 2.0885], [1.4533, 4.6770, 0.8491], [2.0786, 2.9284, -1.6766], [-1.2732, -1.2413, 3.4142], [0.5026, -2.4447, -1.4255], [2.4132, -1.4113, -1.2405], [0.0846, 2.1565, -2.8762], [1.2565, 5.0783, -0.1421], [1.3871, 0.1278, -0.2396], [1.4266, 0.1618, -3.3846], [1.5093, -3.7719, 0.8579], [-2.2988, 0.4127, 0.5768], [-0.5297, 3.9286, -0.4457], [0.2715, -3.5624, 5.7361], [0.5850, -3.9725, 6.6743], [-2.6174, -0.2688, -3.5171], [-3.2364, 3.1860, -1.8378], [-2.5394, 2.7573, -2.5567], [-2.9242, 0.8785, -1.6048], [1.4808, -2.6012, -0.9725], [-4.1561, 2.1586, -3.8580], [0.2130, 4.5318, -1.9363], [0.4218, 4.0967, -0.9553], [2.5596, -1.8751, 1.1164], [-3.0242, 1.2224, 0.6729], [1.4100, 2.3825, -0.1379], [2.1611, -0.9761, 1.5875], [0.0192, 0.8943, 0.7249], [3.1385, -2.4091, 1.8688], [-2.6626, 1.0828, -5.4657], [-1.6750, 3.4147, -2.6234], [-2.0308, -0.0884, 1.8865], [-2.2164, 1.5633, -4.5975], [-0.9294, 1.3205, -1.2851], [1.9165, -3.4975, -1.4146]]
}

{
  "formula": "C23H35BrCoN5",
  "method": "wB97M-V/def2-TZVPD",
  "spin_multiplicity": 2,
  "e_homo_ha": [-0.3793, -0.3775],
  "max_force_ev_per_a": 1.03,
  "homo_lumo_gap_ev": [8.45, 8.44],
  "total_charge": 1,
  "de_lowest_ev": 0.000,
  "symbols": ["C", "H", "H", "H", "N", "H", "Br", "C", "C", "C", "H", "H", "H", "H", "H", "N", "C", "H", "Co", "C", "H", "C", "H", "C", "H", "H", "C", "C", "H", "H", "H", "C", "H", "C", "C", "H", "C", "H", "H", "C", "C", "C", "C", "H", "C", "H", "C", "H", "H", "H", "C", "H", "H", "H", "N", "H", "H", "H", "N", "C", "C", "N", "H", "H", "H"],
  "coordinates": [[-0.8492, -1.6899, -3.2077], [0.8153, 3.3755, 2.6836], [3.2878, 0.0153, -4.2346], [-2.1823, -0.5457, 3.0532], [1.6963, 0.3240, 1.4477], [-0.7514, -3.7801, -3.7365], [0.0450, 1.9855, -1.4784], [2.0858, -0.5943, 2.5360], [-2.9608, -0.9674, 1.0623], [0.6985, 2.2931, 2.5567], [-0.8387, -2.3595, 1.2255], [-1.3886, 2.0726, -4.0042], [3.8958, 2.3695, -3.6167], [2.9240, -0.1545, 3.0861], [2.4557, -1.5095, 2.0683], [-0.8066, -1.6237, 1.9233], [-0.5258, -3.0473, -2.9718], [5.1182, 1.6921, -4.6990], [-0.2229, 0.0891, 0.6274], [0.3150, -2.4502, -0.7964], [-1.6126, 2.1495, 3.6416], [-1.7006, 0.0353, -4.6825], [0.3782, -4.4395, -1.6472], [-0.0215, -1.1225, -0.9304], [1.4439, -1.3040, 4.4522], [-2.9500, -1.8235, 0.3838], [-1.7333, 2.4276, 2.5934], [-3.0616, 1.8763, 2.0602], [-2.5907, 2.2171, -0.0299], [5.4414, 1.8124, -2.9667], [-3.3942, 1.0376, 2.6700], [0.9765, -0.9645, 3.5257], [4.8525, -0.5550, -3.6729], [1.8775, 1.7445, 1.7752], [-0.5272, -0.7250, -2.2091], [1.9744, 2.2868, 0.8318], [4.0878, 0.2069, -3.5185], [-2.6628, -2.2232, 2.7752], [-1.7209, -2.0378, -5.1491], [-2.1860, -1.3495, 2.3155], [4.6719, 1.6116, -3.7102], [3.5466, 0.0344, -2.1731], [-3.0579, 1.4537, 0.5962], [-2.4121, -0.0067, -0.6416], [0.0902, -3.4083, -1.8111], [-3.8224, 2.6482, 2.1805], [0.0626, -2.0700, 3.0242], [-2.1678, 0.3369, -5.6101], [0.3723, -0.0905, 3.7743], [-4.0060, -0.7630, 1.3110], [-1.4593, -1.2810, -4.4197], [0.6776, -2.8968, 2.6612], [2.2998, 0.1328, 0.6435], [-0.5330, 2.4799, 0.9847], [3.1242, -0.0976, -1.1151], [-4.0971, 1.3547, 0.2671], [0.6591, 1.8605, 3.5559], [-0.5404, -2.4610, 3.8504], [-2.3508, 0.1782, 0.3559], [-0.7204, 0.6291, -2.5905], [-1.2891, 1.0234, -3.7634], [-0.5480, 1.9547, 1.8549], [0.7771, -2.7971, 0.1249], [-1.7575, 3.5216, 2.5619], [2.7982, 1.9083, 2.3447]]
}

{
  "formula": "C23H35CaClIN3O2S2",
  "method": "wB97M-V/def2-TZVPD",
  "e_homo_ha": -0.0046,
  "max_force_ev_per_a": 0.12,
  "homo_lumo_gap_ev": 4.05,
  "total_charge": -2,
  "de_lowest_ev": 0.054,
  "symbols": ["H", "C", "Cl", "H", "H", "H", "H", "S", "N", "H", "H", "H", "H", "H", "H", "H", "H", "C", "C", "C", "H", "H", "C", "H", "C", "H", "H", "H", "H", "O", "H", "C", "H", "C", "H", "I", "C", "C", "H", "C", "H", "H", "C", "S", "C", "H", "C", "C", "C", "C", "C", "N", "C", "H", "H", "H", "C", "Ca", "C", "H", "H", "O", "C", "N", "H", "H", "C", "H"],
  "coordinates": [[2.3711, -2.2476, 2.2611], [0.3004, -0.7294, -3.3563], [1.5336, -1.8279, -7.0605], [0.0016, 1.4544, 3.9725], [-5.2392, 3.5329, -0.5597], [0.8320, 2.2647, -2.1848], [0.1142, -1.1989, 2.8412], [-3.2085, 1.0258, -1.6180], [0.5834, 0.6521, 2.0952], [-0.7705, 2.1744, 2.5196], [-0.0607, -3.3833, -0.0934], [-1.9656, 4.8677, 1.2079], [2.9464, -2.9221, -0.2243], [-0.3235, -2.8006, 1.5363], [2.7271, -1.2595, -0.8371], [1.5538, -0.4658, 3.6024], [-2.2830, -3.2612, 2.9136], [0.8186, -1.8395, -5.4542], [-2.4514, 3.0963, 0.0985], [-3.0175, -2.4657, 3.0720], [1.9305, 0.6226, -6.0081], [1.9185, 2.5466, -4.4298], [1.9296, -1.3974, 1.7067], [-3.9704, -2.9267, 3.3574], [-0.3641, -3.0203, -3.7261], [2.3742, 1.2329, 1.1449], [-3.8609, 0.1329, 2.8585], [1.0890, -3.8735, 1.1948], [2.2436, 1.7390, 2.8509], [-0.9039, -1.9184, -1.7017], [-5.5026, 1.7941, -0.3883], [-2.8208, 4.2086, 1.0646], [-4.9993, 2.7588, 1.0089], [1.4807, 1.5945, -4.1581], [0.1918, -3.8563, -5.6279], [-1.2551, -4.7881, -3.0651], [-3.6099, -2.4980, 0.6369], [-0.3871, -1.9212, -2.8458], [-5.1751, -0.9218, 2.2787], [0.2189, -2.9776, -4.9968], [1.2672, 2.5348, 1.5701], [-3.7245, -1.8874, -0.2620], [1.6802, 1.5854, 1.9094], [-0.7097, 2.9320, -0.2029], [-4.1882, -0.5098, 2.0349], [-4.2688, 0.1039, 1.1354], [0.4477, -3.0566, 0.8120], [0.8914, 1.4422, -2.8895], [-0.4210, 1.2451, 2.9707], [-4.8702, 2.6210, -0.0701], [-3.4255, 2.3359, -0.4474], [1.2478, -1.8739, 0.5126], [-3.1372, -1.6075, 1.7961], [-1.2584, 0.5529, 3.0512], [-4.5671, -2.9887, 0.8526], [2.7668, -0.7690, 1.3950], [1.4827, 0.5396, -5.0261], [-0.9975, 0.0093, -0.2151], [2.2001, -2.1689, -0.5406], [-3.1082, 3.8174, 2.0502], [-2.8573, -3.2632, 0.4268], [-1.9169, -1.0364, 1.5052], [0.8793, -0.6774, -4.6437], [0.3376, 0.3170, -2.5050], [1.6727, -2.5590, -1.4095], [-3.6640, 4.8091, 0.7039], [1.0202, -0.6229, 2.6429], [-2.6694, -1.8387, 3.8986]]
}